Record 1
Below is a structure of composition C32H40MoN3O3P2, with properties calculated with ωB97M-V with the def2-TZVPD basis set.

Summary:
Energy in eV: -64876.2650
Gap between HOMO and LUMO (alpha / beta) in eV: 8.603 / 8.517
ΔE to the lowest compared entry with this formula, charge and spin in kJ/mol: 10.3
Total charge: +1
2S+1: 3
HOMO level (alpha / beta) in eV: -10.90 / -11.12
Expectation value of S²: 2.09

Positions of all 81 atoms, in Å:
1 Mo 0.76407 1.30807 0.53961
2 O -0.76068 2.86386 -0.49451
3 C 0.34629 3.44703 -0.49534
4 O 1.11863 3.41960 0.53187
5 C 0.95409 3.89801 -1.78722
6 C 0.97652 5.20040 -2.25342
7 C 1.60832 5.47887 -3.45706
8 C 2.22198 4.46656 -4.18349
9 C 2.20738 3.16333 -3.71136
10 C 1.56605 2.87007 -2.51196
11 P 1.50136 1.17875 -1.83751
12 C 3.09705 0.45306 -2.28030
13 C 3.25145 -0.43615 -3.33981
14 C 4.51460 -0.91751 -3.65569
15 C 5.61860 -0.51163 -2.92101
16 C 5.46567 0.37904 -1.86579
17 C 4.20871 0.86054 -1.54250
18 C 0.21998 0.30171 -2.76566
19 C -0.57983 0.94317 -3.70520
20 C -1.59388 0.24232 -4.34405
21 C -1.81179 -1.09392 -4.04602
22 C -1.02531 -1.73292 -3.09479
23 C -0.01873 -1.03719 -2.44766
24 H 0.51021 5.99169 -1.68191
25 H 1.62961 6.49568 -3.82514
26 H 2.71905 4.69385 -5.11660
27 H 2.69938 2.37605 -4.27003
28 H 2.39635 -0.74414 -3.92565
29 H 4.63431 -1.60501 -4.48224
30 H 6.60130 -0.88766 -3.17205
31 H 6.32712 0.69805 -1.29491
32 H 4.08414 1.55356 -0.71704
33 H -0.41900 1.98823 -3.93670
34 H -2.21188 0.74401 -5.07642
35 H -2.59724 -1.63934 -4.55245
36 H -1.19661 -2.77554 -2.85845
37 H 0.57994 -1.52815 -1.68876
38 O -0.40611 -0.41483 0.53483
39 P -1.24797 -0.89344 1.70370
40 N -0.31853 -1.89007 2.59300
41 C 0.87781 -2.59351 2.09734
42 C 1.44856 -3.20123 3.37259
43 C 0.19372 -3.57686 4.16084
44 C -0.74672 -2.39773 3.90810
45 N -1.75996 0.38990 2.58891
46 C -0.78032 1.36396 3.08362
47 C -1.61520 2.29687 3.95764
48 C -2.64964 1.34819 4.55677
49 C -3.00553 0.44015 3.38385
50 N -2.60818 -1.67445 1.25725
51 C -3.65863 -0.97796 0.47627
52 C -4.04784 -1.98921 -0.59851
53 C -3.81812 -3.32863 0.09920
54 C -2.51305 -3.09460 0.85063
55 H 1.54909 -1.88695 1.61168
56 H 0.60844 -3.37757 1.38173
57 H 2.02444 -2.44790 3.91409
58 H 2.09939 -4.05003 3.17260
59 H 0.37915 -3.73345 5.22137
60 H -0.24038 -4.49285 3.75538
61 H -0.62209 -1.61993 4.66795
62 H -1.79753 -2.69778 3.89906
63 H -0.31808 1.96643 2.27176
64 H 0.02150 0.88222 3.65149
65 H -2.10536 3.04037 3.32698
66 H -1.01197 2.81592 4.69898
67 H -3.52077 1.86594 4.95265
68 H -2.20444 0.76401 5.36478
69 H -3.81156 0.86835 2.78466
70 H -3.30675 -0.55770 3.70063
71 H -3.28179 -0.04299 0.05900
72 H -4.50667 -0.75409 1.12705
73 H -3.38067 -1.89122 -1.45816
74 H -5.07188 -1.85129 -0.94007
75 H -3.75068 -4.17063 -0.58702
76 H -4.62416 -3.52854 0.80783
77 H -1.65792 -3.25774 0.18541
78 H -2.39987 -3.73748 1.72400
79 C 2.31886 0.73992 1.44055
80 H 3.15425 0.15869 1.04107
81 H 2.50594 1.08338 2.46575


Record 2
Below is a structure of composition C32H40N4S4Tm, with properties calculated with ωB97M-V with the def2-TZVPD basis set.

Summary:
Energy in eV: -112660.0854
Gap between HOMO and LUMO (alpha / beta) in eV: 7.080 / 7.087
Total charge: +1
2S+1: 3
HOMO level (alpha / beta) in eV: -9.92 / -9.92
Expectation value of S²: 2.00

Positions of all 81 atoms, in Å:
1 Tm -0.06803 -0.64651 -0.05573
2 C -2.07792 -3.05834 -1.10620
3 N -0.92307 -2.96559 -0.24153
4 C -0.04551 -4.09242 -0.52369
5 C -1.24758 -3.04128 1.22526
6 C -2.50776 -3.36662 1.73902
7 C -2.64100 -3.25335 3.09711
8 C -1.63543 -2.93972 4.00544
9 C -0.36824 -2.64948 3.46860
10 C -0.19188 -2.64680 2.08967
11 N 0.86784 -1.95784 1.44668
12 C 2.18517 -2.29043 1.35620
13 C 2.84732 -3.47227 1.64342
14 C 4.23116 -3.53517 1.56953
15 C 4.97091 -2.52442 1.03154
16 C 4.33146 -1.39142 0.63094
17 C 2.96114 -1.25640 0.75688
18 N 2.24739 -0.02538 0.37770
19 C 2.09515 0.77592 1.61573
20 C 3.04303 0.71082 -0.58555
21 H -2.81351 -2.38526 -0.84905
22 H -2.48991 -4.02339 -1.03831
23 H -1.75476 -2.83214 -2.12859
24 H -0.63931 -5.01522 -0.26690
25 H 0.90807 -4.07471 -0.01045
26 H 0.16113 -4.15663 -1.59528
27 H -3.36318 -3.73707 1.11217
28 H -3.65406 -3.53509 3.36610
29 H -1.75554 -3.01761 5.08249
30 H 0.58655 -2.47636 4.00024
31 H 2.37484 -4.45473 1.95951
32 H 4.71530 -4.47674 1.82569
33 H 6.07442 -2.58530 0.95072
34 H 5.01511 -0.64643 0.25949
35 H 1.65625 0.18602 2.38435
36 H 1.28295 1.48423 1.35835
37 H 2.98456 1.40193 1.79470
38 H 2.40831 1.55185 -0.99569
39 H 3.52391 0.07636 -1.32066
40 H 3.85598 1.25888 -0.18499
41 C 1.39398 4.82269 0.45910
42 C 0.76788 4.00465 -0.64464
43 S -0.35098 2.60257 -0.34611
44 C -1.86212 3.48296 0.11212
45 C -2.25996 3.42777 1.64455
46 S -1.01276 2.93125 2.87420
47 C -0.57545 4.33095 3.85443
48 C 0.52817 5.25407 3.24104
49 S 0.24162 5.77970 1.51180
50 H 2.11744 5.50682 -0.02367
51 H 1.91743 4.21076 1.16060
52 H 1.64243 3.63880 -1.26210
53 H 0.22132 4.70014 -1.30556
54 H -2.70290 3.01446 -0.38332
55 H -1.77162 4.54716 -0.23563
56 H -3.02264 2.58643 1.67442
57 H -2.69654 4.41889 1.91328
58 H -0.23838 3.88295 4.80600
59 H -1.49123 4.86269 4.01047
60 H 1.44129 4.70225 3.15101
61 H 0.75453 6.12976 3.87074
62 C 1.55976 -1.53477 -2.95175
63 C 0.19942 -0.91083 -3.42739
64 C -0.04888 -0.84778 -4.78320
65 C -1.22462 -0.23814 -5.21698
66 C -2.10943 0.18944 -4.20040
67 C -3.36517 0.86598 -4.55125
68 C -4.31010 1.04290 -3.61681
69 C -4.03495 0.75718 -2.24412
70 C -2.84501 0.34726 -1.79923
71 S -2.60186 0.16479 -0.06870
72 C -1.84973 0.04425 -2.84785
73 N -0.64164 -0.51852 -2.48310
74 H 1.39804 -2.59864 -2.75771
75 H 1.82007 -1.23856 -1.90864
76 H 2.44099 -1.19708 -3.51868
77 H 0.63792 -1.16287 -5.56797
78 H -1.42554 -0.13223 -6.30744
79 H -3.57099 1.00442 -5.62199
80 H -5.32092 1.37585 -3.88499
81 H -4.90015 0.83376 -1.56947


Record 3
Below is a structure of composition C32H41AsBF5N7O7PPbS4, with properties calculated with ωB97M-V with the def2-TZVPD basis set.

Summary:
Energy in eV: -191598.2314
Gap between HOMO and LUMO in eV: 7.292
ΔE to the lowest compared entry with this formula, charge and spin in kJ/mol: 79.1
2S+1: 1
HOMO level in eV: -7.21

Positions of all 100 atoms, in Å:
1 Pb -0.32520 -1.28920 1.40661
2 C -2.80000 1.97980 1.08241
3 N -2.43230 1.81010 2.45941
4 C -2.08250 2.80230 3.33221
5 C -1.82410 2.20010 4.51851
6 N -2.01580 0.85870 4.38651
7 B -1.96200 -0.07920 5.62391
8 N -1.57880 -1.52340 5.23261
9 C -2.22630 -2.63430 5.68161
10 C -1.45970 -3.72280 5.41461
11 N -0.32900 -3.26990 4.79571
12 C 0.78840 -4.05140 4.34601
13 C -0.44120 -1.93330 4.67181
14 S 0.72160 -0.96230 3.86181
15 C -2.37570 0.63020 3.12611
16 S -2.78620 -0.87360 2.38441
17 H -3.05710 3.02410 0.91181
18 H -3.66150 1.34530 0.86531
19 H -1.97270 1.69560 0.42581
20 H -2.05900 3.83300 3.04341
21 H -1.52610 2.62200 5.45271
22 H -3.04310 -0.10600 6.11991
23 H -1.11380 0.34380 6.34551
24 H -3.18130 -2.56190 6.15811
25 H -1.62800 -4.76170 5.60931
26 H 0.82580 -4.98450 4.90311
27 H 1.70430 -3.48460 4.50991
28 H 0.69870 -4.25760 3.27791
29 F 1.43700 6.73490 2.81501
30 C 1.72370 5.43060 2.75771
31 C 0.87150 4.55060 2.10251
32 F -0.26920 5.01090 1.56781
33 C 1.17560 3.19800 2.01301
34 F 0.29730 2.40380 1.38201
35 C 2.34820 2.67460 2.56401
36 S 2.85130 1.00190 2.50511
37 C 3.17400 3.57910 3.25221
38 F 4.29340 3.10470 3.81111
39 C 2.88040 4.92800 3.35501
40 F 3.70370 5.75930 3.99701
41 O 4.37980 -0.23820 0.53341
42 As 2.75800 -0.15220 -0.25769
43 O 2.26510 -1.81330 0.06351
44 O 1.97470 0.42290 1.26751
45 C 2.60690 -2.86320 -0.71879
46 C 3.81910 -2.90960 -1.40539
47 C 4.14950 -4.00230 -2.18719
48 C 3.27740 -5.07230 -2.30419
49 C 2.07130 -5.03010 -1.62499
50 C 1.74760 -3.95170 -0.82619
51 S 0.10010 -3.94970 -0.11009
52 O -0.45320 -5.25320 -0.34289
53 O -0.58550 -2.84900 -0.79379
54 O 0.21810 -3.63700 1.34181
55 H 5.10050 0.17140 0.05391
56 H 4.50950 -2.08190 -1.30269
57 H 5.09910 -4.01860 -2.70129
58 H 3.52790 -5.92870 -2.91039
59 H 1.33930 -5.81890 -1.69159
60 O 0.25850 0.14590 -0.94079
61 P -0.19520 0.51010 -2.30989
62 N 0.82090 -0.21830 -3.43479
63 C 0.76030 0.14430 -4.84839
64 C 0.39110 -1.13590 -5.63009
65 C 0.09040 -2.16820 -4.54039
66 C 0.92960 -1.66860 -3.36819
67 N -1.82460 0.26930 -2.50169
68 C -2.53960 0.52570 -3.74199
69 C -3.99240 0.29630 -3.33929
70 C -3.87870 -0.93110 -2.43659
71 C -2.56150 -0.70890 -1.68759
72 N 0.01610 2.13230 -2.71319
73 C -1.04220 3.09720 -2.40689
74 C -0.39350 4.13530 -1.50029
75 C 1.02930 4.16850 -2.04259
76 C 1.30410 2.68770 -2.30019
77 H 1.74750 0.50540 -5.15939
78 H 0.03810 0.94870 -4.99249
79 H 1.24320 -1.46080 -6.22889
80 H -0.45370 -0.97750 -6.30049
81 H 0.35700 -3.17970 -4.83429
82 H -0.96360 -2.15340 -4.26379
83 H 1.98080 -1.95460 -3.50519
84 H 0.57210 -2.03400 -2.40739
85 H -2.25780 -0.17620 -4.53699
86 H -2.34990 1.54320 -4.08589
87 H -4.64870 0.13430 -4.19229
88 H -4.35130 1.15240 -2.76729
89 H -3.82790 -1.83620 -3.04299
90 H -4.71750 -1.02440 -1.75029
91 H -2.00310 -1.63380 -1.54679
92 H -2.74130 -0.28010 -0.69889
93 H -1.89700 2.60200 -1.94539
94 H -1.36620 3.56440 -3.34759
95 H -0.39670 3.77340 -0.47679
96 H -0.89750 5.09730 -1.53849
97 H 1.74110 4.61690 -1.35369
98 H 1.05710 4.72300 -2.98049
99 H 1.65860 2.19520 -1.37749
100 H 2.05450 2.52260 -3.07609